Here is 10 unconnected molecules or ions with the total composition C25H46Cl19F3NO3 in a non-equilibrium geometry from OMol25. Energies are from ωB97M-V with the def2-TZVPD basis set.

Last column: Löwdin charge in e.
Cartesian coordinates (Å):
Cl  -3.4184  -3.7573  -2.7113  0.5113
Cl  6.1194  -6.5550  2.2292  0.4919
C  -2.2643  1.0310  0.5722  -0.0642
H  -6.8579  4.4214  -0.1267  0.0916
H  7.4330  1.0091  -3.6678  0.0297
C  6.3508  1.1272  -3.6402  -1.0218
H  -0.7684  -0.2462  -0.4492  0.1322
Cl  -3.7335  4.4754  4.6722  0.6578
H  -3.6833  -2.9241  -7.2329  -0.0835
Cl  5.0027  -8.1338  4.4129  0.5142
Cl  7.8056  -2.7581  -3.0106  0.4777
H  0.1503  3.0228  1.4162  0.1147
H  -0.5530  2.4292  4.6821  0.1558
C  -2.1378  3.8264  4.0138  -0.6440
Cl  3.6943  -5.8522  -0.1339  0.5616
Cl  -0.1535  -3.4437  0.2554  0.5578
H  1.4981  -4.9716  -0.4532  -0.0761
H  3.0170  7.5689  2.5664  0.0763
H  2.2721  4.1808  -0.0351  0.1053
F  -2.3518  -1.1182  2.7494  0.1200
C  3.1838  3.1423  1.8369  -0.2016
N  -2.4288  1.9015  1.8207  -0.0467
H  -6.1449  -1.8809  -10.4309  0.0293
H  0.8323  3.0232  3.1632  0.1179
Cl  5.9468  2.4674  -2.5595  0.4885
C  -4.8596  3.2548  -0.0172  -0.1895
C  -2.3508  -0.0108  3.6079  -0.3212
Cl  7.4829  -5.6073  -3.5335  0.5265
Cl  -5.6486  -1.8209  7.3879  0.5075
H  -3.6522  -2.9473  6.8329  0.0294
O  -3.7784  2.0413  1.9938  -0.0716
F  -3.6530  0.1462  4.1856  0.0804
H  2.0702  5.2805  2.7931  0.0939
H  1.9694  1.7926  0.5425  0.1119
H  -2.4685  -3.8222  -6.2849  0.0306
Cl  -5.0898  -3.4206  -8.9888  0.5569
C  4.9848  -5.1322  -1.1056  -1.0143
H  9.2948  -4.2152  -4.1173  0.0299
C  4.7307  -7.4950  2.7880  -1.0615
H  -0.0449  -5.7788  -0.0709  0.0392
H  -0.1329  1.4608  -0.2483  0.1354
H  0.4056  0.5499  3.4599  0.1893
H  -4.2367  -1.9173  5.5019  -0.0078
H  2.4607  0.9525  2.0965  0.1291
C  -1.7373  1.3401  3.0198  -0.1545
C  3.0983  6.9468  1.5986  -0.1281
H  4.2087  2.7065  1.5435  0.1161
H  3.8520  -6.8521  2.8031  0.0096
H  3.2552  3.4575  2.9393  0.1143
C  -5.1127  -2.0913  -10.1556  -1.0012
H  5.6451  -5.9220  -1.4589  -0.0062
Cl  -1.4782  -2.3646  -7.8523  0.5059
H  -3.6237  4.2158  1.6673  0.1257
O  -0.0601  0.1419  1.4720  -0.1298
H  5.9787  1.3534  -4.6382  0.0293
H  -1.7883  -2.7715  -1.3237  -0.0803
Cl  -4.2025  -2.5040  -11.6121  0.5148
H  -2.2402  1.9478  5.1762  0.1432
C  -2.8759  -2.7413  -1.3739  -1.0352
H  7.8415  -3.8724  -5.0896  0.0327
H  -5.6014  2.3989  -0.1560  0.1231
C  -1.6312  2.3460  4.2780  -0.0372
H  -1.9687  2.8007  1.5295  0.1882
C  -4.3013  3.3104  1.5119  -0.1769
H  -2.6125  1.5873  -0.3775  0.1364
Cl  5.6227  -0.3844  -3.0851  0.4688
H  5.5447  -4.4329  -0.4865  0.0336
Cl  -0.0140  -4.9087  -2.2622  0.5334
H  -4.6659  -1.2106  -9.6968  0.0306
C  0.4144  -4.9141  -0.5481  -0.9935
H  -3.2983  -3.1225  -0.4453  0.0341
C  -0.7219  0.6417  0.2892  -0.1287
H  -4.0254  3.2907  -0.7922  0.0997
C  8.2127  -4.0973  -4.0909  -0.9961
H  3.9310  4.7889  0.4601  0.1054
Cl  -5.2839  -4.0294  5.5189  0.5083
C  0.6359  2.3822  2.2276  -0.1251
Cl  4.3257  -4.2673  -2.4976  0.5038
H  4.5681  -8.3262  2.1035  0.0269
H  -5.4330  5.2209  -1.1120  0.0826
Cl  -2.8886  -1.6796  -5.3916  0.4705
C  -2.7317  -2.8526  -6.7060  -1.0494
H  1.1599  5.8178  1.2196  0.0986
C  -0.1833  1.0390  2.5953  -0.2101
C  -4.5307  -2.6222  6.2777  -1.0408
C  2.1086  1.9620  1.6745  -0.1721
H  -5.4945  5.3161  0.7191  0.0790
C  2.9291  4.4008  0.8724  -0.2061
H  -2.9340  0.0946  0.6213  0.1003
H  4.2133  6.6839  1.4948  0.0724
C  -5.7285  4.6301  -0.1838  -0.1067
C  2.1875  5.5972  1.6890  -0.2487
H  -5.2457  3.5222  2.1440  0.1431
H  2.7829  7.5449  0.6788  0.0755
O  -1.4756  4.6423  3.3212  -0.0090
Cl  -3.3932  -1.0617  -1.5960  0.5638
F  -1.5282  -0.3962  4.7226  0.0764

As for the total energy: -280369.9952 eV. Its multiplicity is 1. For the strongest force on any atom, the calculation gives 5.30 eV/Å. As for the charge: +1. As for the frontier orbital gap: 8.71 eV.